*P*
Below is a 2-piece molecular cluster, C4H6FNS overall, with properties calculated with ωB97M-V/def2-TZVPD.

Each line ends with the natural charge from an NBO analysis.
Cartesian coordinates (Å):
F -1.742 -1.705 -0.990  -0.490
C -0.809 1.644 -0.554  -0.470
N 0.426 0.878 2.629  -0.287
H 0.746 -0.797 -1.459  0.233
C 1.235 -0.857 -0.381  -0.644
C 0.061 -0.555 0.538  -0.287
H 1.714 -1.838 -0.364  0.238
H 0.046 2.220 -0.137  0.210
C 0.337 0.168 1.719  0.193
S -1.301 -1.647 0.680  0.704
H -1.580 1.397 0.151  0.177
H -1.048 1.185 -1.502  0.198
H 1.915 -0.092 -0.331  0.226

Computed properties:
net charge: 0
HOMO-LUMO gap (alpha / beta): 7.33 / 8.21 eV

***

*Q*
Below is one molecule with the formula C4H6FNS, with properties calculated with ωB97M-V/def2-TZVPD.

Each line ends with the natural charge from an NBO analysis.
Cartesian coordinates (Å):
C -2.329 1.095 0.322  -0.445
F 1.505 -0.822 1.655  -0.364
H 2.248 -1.945 0.007  0.202
H -3.089 1.650 -0.196  0.213
C -1.280 0.657 -0.373  -0.005
N -0.188 -0.021 0.041  -0.585
C 1.999 -0.945 0.342  -0.012
H -1.315 0.775 -1.467  0.219
S 1.166 -0.314 -2.293  -0.111
H -0.107 -0.342 0.998  0.420
C 0.933 -0.358 -0.670  0.076
H -2.453 0.978 1.377  0.195
H 2.909 -0.407 0.257  0.198

Computed properties:
SMILES: C=CNC(=S)CF
net charge: 0
HOMO-LUMO gap: 8.88 eV

***

Stability ranking, top entry: *Q*; the second entry is 86.0 kcal/mol less favorable.